Record 1
A single C4H5NO2 molecule. Source: OMol25; level of theory: the ωB97M-V functional and the def2-TZVPD basis.

XYZ file:
```
12
Properties=species:S:1:pos:R:3:lowdin_charge:R:1
C -0.45 -0.19 0.20 -0.353
C 0.79 -0.91 -0.12 -0.050
C 1.81 -0.07 -0.27 -0.053
C 0.07 1.20 -0.05 -0.453
H -2.14 -1.36 -0.41 0.095
H -2.41 0.42 0.02 0.153
H -0.39 -0.04 1.41 0.213
H 0.93 -1.97 0.10 0.116
H 2.90 -0.10 -0.11 0.140
N -1.76 -0.38 -0.42 0.036
O 1.40 1.29 -0.22 0.078
O -0.75 2.12 -0.12 0.078
```

Frontier orbital gap = 9.934 eV
Spin multiplicity = 1
SMILES = N[C@H]1C=COC1=O
Energy = -360.5922 Ha
Molecular weight = 99.1 u



Record 2
A single C4H5NO2 molecule. Source: OMol25; level of theory: the ωB97M-V functional and the def2-TZVPD basis.

XYZ file:
```
12
Properties=species:S:1:pos:R:3:lowdin_charge:R:1
O 1.80 1.44 1.09 0.091
C 2.03 0.45 0.45 -0.152
C 0.96 -0.54 0.00 -0.428
O 1.28 -1.52 -0.65 0.101
N -0.29 -0.26 0.46 -0.021
C -1.47 -0.71 -0.22 -0.097
C -1.19 0.74 -0.07 -0.077
H 3.03 0.13 0.09 0.129
H -2.22 -1.18 0.40 0.111
H -1.32 -1.12 -1.21 0.113
H -0.89 1.24 -0.99 0.119
H -1.71 1.33 0.67 0.111
```

Frontier orbital gap = 9.695 eV
Spin multiplicity = 1
SMILES = O=CC(=O)N1CC1
Energy = -360.5974 Ha
Molecular weight = 99.1 u



Record 3
A single C4H5NO2 molecule. Source: OMol25; level of theory: the ωB97M-V functional and the def2-TZVPD basis.

XYZ file:
```
12
Properties=species:S:1:pos:R:3:lowdin_charge:R:1
O -2.26 0.24 1.00 0.079
C -1.68 -0.28 0.09 -0.191
C -0.39 0.24 -0.53 -0.242
C 0.58 0.95 0.43 -0.141
N 1.61 -0.06 0.72 0.079
C 1.39 -1.00 -0.09 -0.217
O 0.35 -0.92 -0.96 -0.032
H -2.06 -1.20 -0.40 0.135
H -0.65 0.84 -1.41 0.157
H 1.05 1.82 -0.04 0.119
H 0.09 1.29 1.35 0.117
H 1.96 -1.92 -0.17 0.135
```

Frontier orbital gap = 10.581 eV
Spin multiplicity = 1
SMILES = O=C[C@H]1CN=CO1
Energy = -360.6238 Ha
Molecular weight = 99.1 u



Record 4
A molecular structure, C4H5NO2. Source: OMol25; level of theory: the ωB97M-V functional and the def2-TZVPD basis.

XYZ file:
```
12
Properties=species:S:1:pos:R:3:lowdin_charge:R:1
N 0.77 -1.30 0.61 0.117
C 0.07 -0.27 -0.02 -0.348
C 0.78 0.97 -0.44 -0.020
C -0.33 1.29 0.48 -0.100
O -1.54 1.16 -0.27 0.052
C -1.34 -0.19 -0.47 -0.435
O -2.17 -1.01 -0.76 0.130
H 1.45 -1.68 -0.03 0.098
H 0.21 -2.04 1.01 0.100
H 1.78 1.09 -0.05 0.125
H 0.64 1.21 -1.49 0.129
H -0.33 0.77 1.43 0.152
```

Frontier orbital gap = 9.916 eV
Spin multiplicity = 1
Energy = -360.5588 Ha
Molecular weight = 99.1 u



Record 5
A molecular structure, C4H5NO2. Source: OMol25; level of theory: the ωB97M-V functional and the def2-TZVPD basis.

XYZ file:
```
12
Properties=species:S:1:pos:R:3:lowdin_charge:R:1
C -0.06 0.23 1.16 -0.300
C -1.13 0.22 -0.65 -0.044
C 1.48 0.22 -0.55 0.012
N 1.26 -0.17 0.69 0.038
C -0.36 -1.06 0.44 -0.296
O -0.81 1.14 0.41 -0.088
O -0.54 -2.23 0.51 0.138
H -0.16 0.27 2.25 0.164
H -2.18 -0.07 -0.58 0.099
H -0.94 0.60 -1.65 0.090
H 2.18 -0.37 -1.13 0.089
H 1.27 1.22 -0.91 0.098
```

Frontier orbital gap = 9.356 eV
Spin multiplicity = 1
Energy = -360.4906 Ha
Molecular weight = 99.1 u



Record 6
A single C4H5NO2 molecule. Source: OMol25; level of theory: the ωB97M-V functional and the def2-TZVPD basis.

XYZ file:
```
12
Properties=species:S:1:pos:R:3:lowdin_charge:R:1
C 1.43 0.08 0.88 -0.041
C 0.05 0.23 0.23 -0.357
C -0.88 -0.97 0.19 -0.134
O -1.70 -1.00 -0.70 0.079
C -1.01 0.66 -1.78 -0.367
O -1.82 0.77 -2.62 0.160
N 0.00 0.83 -1.08 0.129
H 2.17 -0.41 0.24 0.082
H 1.81 1.07 1.13 0.079
H 1.37 -0.49 1.82 0.080
H -0.90 -1.76 0.95 0.138
H -0.52 0.99 0.75 0.153
```

Frontier orbital gap = 10.144 eV
Spin multiplicity = 1
SMILES = C[C@H](C=O)N=C=O
Energy = -360.6277 Ha
Molecular weight = 99.1 u



Record 7
A single C4H5NO2 molecule. Source: OMol25; level of theory: the ωB97M-V functional and the def2-TZVPD basis.

XYZ file:
```
12
Properties=species:S:1:pos:R:3:lowdin_charge:R:1
O -2.53 -1.22 -1.11 0.069
C -1.35 -0.98 -1.01 -0.220
C -0.73 -0.21 0.12 -0.178
C 0.60 -0.70 0.62 -0.066
N 0.53 0.39 -0.30 -0.031
C 1.04 1.60 0.16 -0.299
O 1.96 1.67 0.94 0.059
H -0.61 -1.30 -1.77 0.135
H -1.42 0.31 0.79 0.156
H 0.98 -1.65 0.25 0.119
H 0.97 -0.39 1.60 0.119
H 0.57 2.49 -0.30 0.137
```

Frontier orbital gap = 10.831 eV
Spin multiplicity = 1
SMILES = O=C[C@H]1CN1C=O
Energy = -360.5976 Ha
Molecular weight = 99.1 u



Record 8
A single C4H5NO2 molecule. Source: OMol25; level of theory: the ωB97M-V functional and the def2-TZVPD basis.

XYZ file:
```
12
Properties=species:S:1:pos:R:3:lowdin_charge:R:1
C -1.55 -0.61 -0.66 0.043
C -0.42 -0.27 0.00 -0.348
C -0.10 1.15 -0.08 -0.118
O 1.32 1.23 0.16 0.063
C 1.73 0.01 0.65 -0.506
O 2.85 -0.26 0.96 0.130
N 0.62 -0.87 0.68 0.179
H -1.64 -0.24 -1.68 0.062
H -2.26 -1.36 -0.38 0.045
H -0.78 1.34 -0.97 0.139
H -0.59 1.75 0.69 0.141
H 0.82 -1.86 0.61 0.168
```

Frontier orbital gap = 9.552 eV
Spin multiplicity = 1
SMILES = C=C1COC(=O)N1
Energy = -360.5960 Ha
Molecular weight = 99.1 u



Record 9
2 unconnected molecules or ions with the total composition C4H5NO2. Source: OMol25; level of theory: the ωB97M-V functional and the def2-TZVPD basis.

XYZ file:
```
12
Properties=species:S:1:pos:R:3:lowdin_charge:R:1
O -2.57 1.06 -0.20 0.105
C -1.77 0.25 0.14 -0.181
C -0.27 0.06 -0.62 -0.542
C 0.19 0.76 0.54 0.068
N 2.19 -0.02 0.37 0.092
C 1.99 -1.04 -0.17 -0.048
O -0.03 -1.20 -0.71 -0.115
H -1.95 -0.65 0.76 0.142
H -0.35 0.68 -1.53 0.160
H 0.20 1.85 0.56 0.116
H 0.19 0.24 1.49 0.108
H 2.18 -2.00 -0.62 0.096
```

Frontier orbital gap = 8.811 eV
Spin multiplicity = 1
Energy = -360.4895 Ha
Molecular weight = 99.1 u



Record 10
A single C4H5NO2 molecule. Source: OMol25; level of theory: the ωB97M-V functional and the def2-TZVPD basis.

XYZ file:
```
12
Properties=species:S:1:pos:R:3:lowdin_charge:R:1
C -0.88 -1.65 -0.49 -0.126
C 0.64 -0.25 -1.20 -0.400
C 0.34 -0.05 0.50 -0.265
C 0.03 1.42 0.87 -0.036
N -0.28 -1.21 -1.54 0.137
O 1.31 0.39 -1.95 0.115
O -0.63 -1.04 0.71 -0.019
H -1.61 -2.47 -0.53 0.152
H 1.33 -0.31 1.05 0.164
H -1.00 1.52 0.35 0.111
H 0.81 2.10 0.32 0.127
H -0.06 1.56 1.90 0.040
```

Frontier orbital gap = 10.049 eV
Spin multiplicity = 1
SMILES = C[C@H]1OC=NC1=O
Energy = -360.6174 Ha
Molecular weight = 99.1 u



Record 11
A single C4H5NO2 molecule. Source: OMol25; level of theory: the ωB97M-V functional and the def2-TZVPD basis.

XYZ file:
```
12
Properties=species:S:1:pos:R:3:lowdin_charge:R:1
O -2.05 -0.07 1.20 0.083
C -1.72 -0.24 0.06 -0.183
C -0.39 0.19 -0.54 -0.250
C 0.55 0.98 0.39 -0.141
N 1.72 0.10 0.59 0.084
C 1.45 -0.96 -0.03 -0.218
O 0.29 -1.06 -0.73 -0.023
H -2.34 -0.82 -0.67 0.134
H -0.53 0.65 -1.52 0.150
H 0.88 1.93 -0.03 0.116
H 0.08 1.17 1.35 0.112
H 2.06 -1.85 -0.07 0.136
```

Frontier orbital gap = 10.588 eV
Spin multiplicity = 1
SMILES = O=C[C@H]1CN=CO1
Energy = -360.6208 Ha
Molecular weight = 99.1 u



Record 12
A single C4H5NO2 molecule. Source: OMol25; level of theory: the ωB97M-V functional and the def2-TZVPD basis.

XYZ file:
```
12
Properties=species:S:1:pos:R:3:lowdin_charge:R:1
N 1.08 1.68 0.31 0.122
C 0.34 0.56 0.01 -0.269
C -0.95 0.35 -0.28 0.007
C -1.19 -1.13 -0.28 -0.157
O 0.12 -1.72 -0.29 0.039
C 1.04 -0.76 -0.08 -0.439
O 2.22 -0.96 -0.01 0.127
H 0.57 2.41 0.77 0.100
H 1.95 1.45 0.76 0.099
H -1.76 -1.52 -1.13 0.127
H -1.73 1.08 -0.43 0.114
H -1.69 -1.44 0.64 0.130
```

Frontier orbital gap = 9.830 eV
Spin multiplicity = 1
SMILES = NC1=CCOC1=O
Energy = -360.6575 Ha
Molecular weight = 99.1 u



Number 1: LUMO energy 0.5 eV. Number 2: LUMO energy -0.3 eV. Number 3: LUMO energy 0.7 eV. Number 4: LUMO energy 0.8 eV. Number 5: LUMO energy 0.1 eV. Number 6: LUMO energy 0.3 eV. Number 7: LUMO energy 0.6 eV. Number 8: LUMO energy 0.7 eV. Number 9: LUMO energy -0.8 eV. Number 10: LUMO energy 0.2 eV. Number 11: LUMO energy 0.7 eV. Number 12: LUMO energy 0.9 eV.